No. 1
Here is C34H40EuN4O3P2 as an isolated structure from the OMol25 dataset. Energies are from the ωB97M-V functional and the def2-TZVPD basis.

Computed properties:
total charge: 0
orbital gap (spin up / spin down): 6.54 / 6.66 eV
highest occupied orbital energy (spin up / spin down): -6.994 / -7.089 eV
⟨S²⟩: 15.7619
2S+1: 8

Positions of all 84 atoms, in Å:
H (4.605, 0.166, -0.673)
H (0.809, 2.063, -5.801)
H (-2.433, 1.256, -1.241)
H (-0.881, 5.483, -4.108)
C (0.102, 3.730, -4.737)
H (0.456, -3.344, -4.305)
H (-0.605, -0.195, 4.018)
H (2.261, 3.878, -7.015)
C (2.020, 2.159, -0.100)
H (2.254, -3.882, 3.846)
N (0.402, 1.366, 2.927)
H (-2.080, -4.334, 1.465)
H (-6.178, -2.972, 0.110)
C (-0.271, -2.716, -3.803)
H (2.320, 5.716, -5.425)
H (-6.595, -0.280, 0.148)
C (-4.448, -0.178, -0.339)
H (0.588, -7.299, 7.471)
O (2.451, -4.782, 4.246)
C (-5.432, -2.204, -0.073)
C (2.248, 4.811, -2.736)
H (2.613, -0.920, 0.866)
C (-0.734, -5.755, 6.694)
H (-1.923, 1.706, 1.130)
C (2.680, 0.055, 0.402)
H (4.163, 4.347, -3.474)
C (0.839, 5.302, -2.849)
C (-1.059, 1.566, 0.456)
C (3.134, 4.625, -3.729)
C (3.676, 0.630, -0.374)
N (-1.423, -1.622, -2.187)
H (3.079, 2.787, -5.904)
H (1.367, 3.018, -0.107)
C (1.431, -5.013, 5.093)
H (0.626, 5.830, -4.946)
O (1.188, -2.711, 3.510)
C (0.094, -3.185, 4.041)
H (-4.188, 0.869, -0.414)
H (-0.748, 0.939, -1.622)
H (-0.647, 2.560, 0.221)
C (1.553, -6.103, 5.973)
C (-1.237, -4.326, 0.757)
H (-0.271, 1.458, 6.175)
O (-1.042, -2.800, 3.610)
H (0.232, 4.774, -2.095)
C (2.925, 4.831, -5.202)
H (-1.550, -1.941, -5.485)
H (-1.582, -6.060, 7.318)
C (2.344, 3.607, -5.947)
P (0.150, 0.551, 1.388)
C (3.258, 1.960, -0.702)
H (-0.484, -5.076, 1.063)
H (2.492, -6.641, 5.994)
H (-0.856, 3.235, -4.530)
C (-0.148, 0.780, 4.084)
H (3.795, 2.682, -1.301)
Eu (0.059, -2.371, 1.370)
C (0.968, 2.590, 3.298)
C (0.160, 5.145, -4.229)
H (1.069, 3.640, 5.253)
C (0.232, -4.249, 5.066)
C (1.029, 3.077, -5.446)
H (1.480, 3.200, 2.572)
H (3.919, 5.017, -5.640)
C (-0.865, -4.675, 5.816)
H (-3.525, -3.318, -0.478)
H (-1.818, -4.152, 5.704)
C (0.050, 1.632, 5.156)
H (0.243, -2.872, -1.617)
C (-0.348, -2.490, -2.437)
N (-3.471, -1.156, -0.549)
P (-1.715, -0.976, -0.562)
H (-1.605, -4.528, -0.253)
H (-2.868, -0.652, -3.455)
C (-1.328, -1.974, -4.427)
C (-4.096, -2.406, -0.383)
H (2.589, 4.685, -1.704)
C (-5.656, -0.787, -0.049)
C (0.759, 2.785, 4.665)
C (0.474, -6.459, 6.782)
C (-1.508, 0.828, -0.833)
N (1.656, 1.002, 0.588)
C (-2.015, -1.312, -3.415)
H (0.793, 6.372, -2.578)

---

No. 2
Here is a 2-piece molecular cluster, C8H10N3O2 overall from the OMol25 dataset. Energies are from the ωB97M-V functional and the def2-TZVPD basis.

Computed properties:
ΔE to the lowest compared entry with this formula, charge and spin: 12.267 eV
total charge: +1
orbital gap: 5.88 eV
highest occupied orbital energy: -12.445 eV
2S+1: 1

Positions of all 23 atoms, in Å:
N (3.387, 0.634, -0.897)
H (-0.834, 1.077, -1.991)
H (-1.870, -0.558, 2.357)
H (-0.964, -0.700, -2.307)
C (-2.683, 0.136, 0.562)
H (0.481, -0.288, 1.735)
C (-0.324, -0.469, 0.983)
H (3.908, 1.247, -1.468)
N (1.895, 1.534, 0.755)
C (4.027, -0.375, -0.271)
C (-2.430, 0.080, -0.959)
O (4.566, -2.398, 0.738)
C (-1.772, -0.741, 1.304)
C (-0.088, -0.151, -0.294)
H (-1.878, -1.778, 1.155)
N (4.161, -1.414, 0.200)
O (1.021, 1.736, 1.523)
C (-0.880, 0.041, -1.469)
C (2.292, 1.093, -0.285)
H (-2.506, 1.165, 0.923)
H (-2.952, -0.819, -1.348)
H (-2.776, 0.974, -1.571)
H (-3.782, -0.026, 0.625)

---

Q: Which F_max values were calculated for the entries above? A: 2.80; 4.77, in eV/Å.